C48H116InN8O17 | the ωB97M-V functional and the def2-TZVPD basis

## Properties
- Highest occupied orbital energy: -10.15 eV
- Energy relative to the best compared isomer or geometry (same formula, charge and spin): 0.0 kcal per mole
- Total energy: -3805.0631 Ha
- F_max: 3.0 eV Å⁻¹
- Frontier orbital gap: 2.34 eV

Geometry as ORCA input:
```
! wB97M-V def2-TZVPD RIJCOSX def2/J DEFGRID3
* xyz 1 1
O 1.442 6.751 -17.490
C -10.032 1.282 -16.914
H -3.217 4.024 -6.758
H -2.149 6.852 -19.069
C -2.487 7.348 -19.990
H -6.302 0.497 -19.655
C -6.670 8.774 -12.738
C 0.038 1.069 -15.645
H 0.473 6.877 -15.683
H 1.498 9.097 -16.009
C -4.458 5.068 -7.663
C 2.061 8.233 -15.650
H -4.026 3.067 -9.343
H -0.715 3.730 -15.491
H -0.375 8.740 -17.410
H 2.680 5.204 -10.586
H -0.480 11.559 -13.919
H -2.484 12.264 -17.753
H -5.720 9.122 -13.146
H 1.172 11.002 -11.374
In -1.047 5.742 -9.230
N -5.414 2.196 -17.784
H -5.960 7.402 -21.820
H 2.830 8.419 -10.472
N -0.473 4.746 -17.958
C -7.777 2.803 -13.226
C -3.823 0.139 -13.993
H -2.945 9.300 -17.022
O -1.493 6.761 -12.086
H -1.657 7.327 -20.695
C -2.133 6.087 -12.846
N -3.197 4.269 -7.748
C -0.043 3.378 -17.549
O -3.107 5.906 -16.291
H -7.389 6.477 -21.523
C -1.248 13.388 -11.607
H 0.951 5.916 -17.681
H -4.097 5.676 -18.973
H -6.004 2.562 -14.092
H -5.244 4.417 -7.257
O 0.825 7.643 -7.898
H -5.008 1.349 -17.421
H -4.882 7.290 -18.851
H 2.850 7.121 -9.335
H -0.934 11.155 -12.399
O -3.698 6.921 -20.541
H -1.991 1.735 -7.542
O -4.498 3.601 -15.257
H 1.807 9.458 -8.477
H -0.799 12.469 -18.019
H -5.973 5.727 -13.569
H 0.267 1.449 -8.280
H -5.060 2.959 -17.218
H -0.834 9.493 -18.786
H -0.678 2.573 -11.697
H -7.663 1.336 -16.314
H -0.504 11.040 -16.358
C -4.969 5.790 -8.899
H -0.848 2.654 -17.706
C -1.177 10.583 -17.090
C 2.371 11.079 -13.178
C -4.289 7.604 -10.316
H -6.818 9.283 -11.788
H 2.926 6.410 -11.856
O -3.914 6.654 -9.326
H -5.638 0.164 -13.583
C -2.265 9.812 -16.334
C -6.548 6.960 -21.015
H -4.416 10.791 -14.024
C -6.814 2.130 -18.188
H -0.192 9.109 -12.415
O -9.101 2.167 -17.502
H -5.591 5.058 -20.853
H -8.194 1.447 -11.525
H 2.130 6.091 -15.701
H 1.942 3.783 -18.308
H 0.907 4.259 -15.864
H 2.636 7.144 -7.053
O 0.734 2.275 -15.460
H 0.483 8.994 -9.391
H -4.264 2.440 -7.845
N 0.764 9.387 -12.640
H -2.445 1.261 -9.224
H -6.557 4.528 -18.741
C 1.689 7.611 -6.763
H -7.006 8.004 -15.443
N 1.267 6.900 -10.688
H -2.571 8.389 -19.634
N -0.391 9.638 -17.887
H 1.146 7.497 -11.508
C -6.117 6.788 -13.786
C 1.369 5.071 -12.287
C -3.483 2.985 -8.397
H -5.910 5.372 -15.772
O -6.716 7.349 -12.623
H 0.886 5.634 -13.095
H -4.288 5.812 -6.881
H -9.701 0.248 -17.090
H -5.892 6.329 -8.690
H -9.449 2.579 -11.927
C 1.183 2.999 -18.357
H 0.889 2.920 -19.406
H -3.793 1.219 -13.838
C -0.110 11.706 -12.896
C -3.804 -0.262 -15.489
H 0.773 9.394 -13.665
H -1.716 7.214 -14.627
H -5.107 8.224 -9.950
O -2.960 10.707 -15.486
H -7.474 9.076 -13.411
H -0.917 14.342 -11.192
H -1.369 12.672 -10.787
C 1.500 6.898 -16.091
C -2.255 2.099 -8.547
C 1.339 8.551 -8.868
C -3.694 4.283 -14.581
H 2.274 10.972 -14.264
C -3.612 10.145 -14.375
H -0.982 4.584 -18.824
H 1.680 2.075 -18.065
H 0.848 2.485 -12.465
H -7.364 3.662 -12.685
H -1.740 9.043 -15.753
H -2.893 -0.250 -13.563
H -8.088 5.239 -14.583
H -7.096 2.928 -18.871
C -2.161 6.282 -14.303
C 0.207 3.436 -16.021
C -7.087 0.841 -18.987
O -2.906 4.693 -11.101
H 1.864 8.603 -6.348
C -6.906 6.980 -15.088
H -3.399 8.134 -10.650
H 0.874 2.618 -9.490
H -5.365 6.769 -16.367
C -8.680 1.940 -12.365
H 0.546 0.210 -15.195
C 2.167 5.868 -11.278
H -2.878 10.234 -13.554
H -0.217 1.314 -10.006
O -4.931 -0.456 -13.338
H -6.980 7.821 -20.498
O -0.118 13.001 -12.368
C -2.944 5.472 -15.143
C -4.597 6.476 -19.527
H 1.326 6.963 -5.966
C 2.167 7.776 -9.884
C -3.623 4.007 -13.220
H -1.797 11.393 -19.069
H -5.070 5.084 -9.731
H -1.170 5.142 -17.330
H -3.868 9.083 -14.419
H -8.849 6.684 -14.061
H -6.681 6.135 -18.427
H -2.109 13.566 -12.257
O 0.274 4.363 -11.641
O -1.092 2.824 -8.911
C -8.242 6.280 -14.876
H 3.131 10.338 -12.925
H -0.854 1.125 -15.012
C -5.864 5.886 -20.200
C -1.585 11.717 -18.050
H -7.212 0.071 -18.219
H -0.079 0.777 -16.688
H -7.659 3.134 -16.443
C 0.030 2.002 -9.193
H -8.407 3.195 -14.034
H 3.043 8.451 -16.094
H 2.379 8.251 -14.608
C -0.002 3.158 -12.327
H -10.014 1.335 -15.820
H -5.141 7.280 -13.928
H -9.134 1.222 -13.049
O -6.750 2.018 -13.812
H -0.459 3.430 -13.283
H -8.013 1.000 -19.534
H -2.970 0.349 -15.848
H -8.919 6.299 -15.731
H -3.568 -1.298 -15.708
C 1.063 10.820 -12.448
H 2.744 12.092 -13.033
H -4.263 3.237 -12.808
C -7.797 2.191 -16.986
H -10.988 1.459 -17.390
H -4.615 7.013 -11.182
H 1.947 4.308 -12.817
H -4.734 0.075 -15.938
N -6.224 6.246 -16.193
C -2.919 4.842 -12.302
N -6.764 5.424 -19.146
*
```

Mulliken atomic charge list, values in e, 6 entries:
1 O -0.742
2 C -0.640
3 H 0.331
4 H -0.053
5 C -0.428
6 H 0.433



C42H57BCl2F5IN3O2 | the ωB97M-V functional and the def2-TZVPD basis

## Properties
- Highest occupied orbital energy: -10.68 eV
- Total energy: -3691.3375 Ha
- F_max: 1.3 eV Å⁻¹
- Frontier orbital gap: 7.99 eV

Geometry as ORCA input:
```
! wB97M-V def2-TZVPD RIJCOSX def2/J DEFGRID3
* xyz 1 1
C -1.159 -0.024 2.000
C 2.210 4.290 -6.955
H 0.017 5.721 1.800
C -0.970 -1.332 5.159
H -4.448 -2.109 -2.575
N 1.916 4.274 1.239
H 1.085 5.178 -0.502
H -2.894 2.430 5.504
C 4.010 2.683 -5.635
H 6.627 -2.828 3.853
C -4.139 -5.817 -3.486
H -2.861 -1.826 0.116
H 2.868 5.106 -0.469
C 3.330 3.848 -7.631
C 1.951 4.568 -0.218
C -0.075 -0.792 -3.957
C 1.255 -1.042 -4.272
C -3.364 0.977 0.974
Cl -3.726 0.033 -1.536
H 0.689 1.817 0.943
C 2.942 3.276 1.541
Cl -0.874 -0.841 6.901
H -0.148 -0.267 1.634
C 2.875 3.139 -4.980
C 1.964 3.953 -5.638
H -0.862 -1.351 -4.444
C -5.322 -5.160 -3.765
H 1.406 -3.317 1.440
C 4.200 -1.621 1.868
H 2.760 2.295 1.069
C -5.432 -3.817 -3.434
N -0.884 0.648 3.364
H 3.071 3.153 2.623
H -1.039 -3.377 4.404
C -0.393 0.181 -3.018
H -1.428 0.383 -2.764
H -2.255 2.219 3.344
H 2.699 2.867 -3.950
C 6.157 -2.325 3.018
C 4.773 -2.262 2.947
C 0.191 1.694 3.031
I 0.521 3.117 4.609
C 1.926 0.632 -2.724
H -2.157 -5.734 -2.695
H -1.081 -1.609 0.062
C 4.946 -1.044 0.864
F -1.172 2.783 -0.192
C -1.921 -2.020 0.644
H -2.353 -3.315 -2.118
H -6.068 0.928 -0.562
F 1.328 5.077 -7.599
H 8.014 -1.801 2.084
C -0.401 -2.771 5.053
H -2.033 -1.322 4.916
C -3.189 -3.837 -2.571
H 1.505 -1.796 -5.005
C -1.830 0.929 1.001
H 0.395 1.663 -1.662
C -5.430 1.771 -0.290
O -0.416 4.875 1.723
H 0.491 -0.900 3.634
C -2.387 1.471 5.359
H -1.500 0.579 0.008
C -1.698 -3.542 0.747
H -3.398 2.267 -0.789
H -0.430 -3.247 6.038
C 0.038 2.364 1.656
C 4.235 3.039 -6.959
O -0.555 -3.845 1.510
H 1.122 1.117 2.996
C -2.178 1.251 3.856
H -6.353 -3.289 -3.643
H -2.900 -1.277 2.464
H 4.454 -0.557 0.034
C 6.330 -1.111 0.951
H -3.020 0.689 5.792
H 4.146 -2.702 3.712
H 5.121 2.688 -7.472
H 3.312 -0.493 -3.899
C 2.271 -0.323 -3.657
C 6.936 -1.750 2.023
F 2.906 1.340 -2.110
H -1.615 -3.957 -0.270
H -3.703 1.731 1.697
H 0.486 0.246 4.960
H 0.642 -3.397 -0.157
C -1.879 -1.363 2.063
H 6.935 -0.661 0.175
H -1.332 -2.071 2.677
H -5.648 2.596 -0.979
F -4.026 -7.118 -3.803
H 1.919 3.643 -0.818
H -5.687 2.117 0.715
B 0.545 3.901 1.572
H -3.007 0.651 3.470
H -1.470 1.500 5.941
C -3.065 -5.181 -2.894
H -3.839 0.029 1.243
H 0.623 -2.777 4.675
C -3.930 1.404 -0.385
C 0.616 0.899 -2.391
C -0.173 -0.325 4.295
C 0.689 -3.878 0.826
H -6.135 -5.697 -4.235
H 3.483 4.135 -8.662
N -1.331 2.311 1.138
H -2.562 -4.034 1.212
C -4.369 -3.155 -2.837
H 1.075 4.323 -5.147
H 1.039 -4.911 0.752
F 2.839 -1.560 1.797
H 4.719 2.051 -5.116
H 3.908 3.629 1.153
*
```

Mulliken atomic charge list, values in e, 6 entries:
1 C -0.685
2 C 0.414
3 H 0.337
4 C 0.355
5 H 0.355
6 N -0.095



C18H20O3 | the ωB97M-V functional and the def2-TZVPD basis

## Properties
- Highest occupied orbital energy: -8.49 eV
- Energy relative to the best compared isomer or geometry (same formula, charge and spin): 22.1 kcal per mole
- Structure (SMILES): CCc1ccc(OCCCOc2ccc(C=O)cc2)cc1
- Total energy: -923.6042 Ha
- F_max: 0.7 eV Å⁻¹
- Frontier orbital gap: 8.87 eV

Geometry as ORCA input:
```
! wB97M-V def2-TZVPD RIJCOSX def2/J DEFGRID3
* xyz 0 1
H 1.526 3.738 7.370
H 1.382 4.939 5.320
C 0.746 1.670 3.365
C 0.935 1.637 4.730
H 0.570 0.744 2.840
O 1.348 1.741 7.570
H -0.937 0.537 -3.669
O 0.584 3.060 1.360
H -3.796 -4.997 -4.665
C 0.234 -2.219 -2.126
H 0.877 -2.535 -1.320
H -2.046 -1.184 -5.048
H 1.037 4.998 2.870
C 0.779 2.890 2.686
C 1.312 -0.130 -0.525
C 0.030 -0.872 -2.397
C -0.392 -3.180 -2.903
H -3.109 -4.610 -3.084
O 0.579 0.163 -1.693
C 1.360 2.746 6.901
H 0.908 0.699 5.264
C -1.220 -2.832 -3.958
H -0.384 1.265 0.993
H -0.098 2.350 -0.379
C 1.014 4.066 3.412
C 1.631 1.186 0.177
C -1.939 -3.885 -4.752
C -1.408 -1.480 -4.227
H -2.123 -3.524 -5.766
H 2.240 1.810 -0.476
C -3.273 -4.235 -4.091
H -1.323 -4.785 -4.818
H 0.718 -0.773 0.141
C 1.204 4.025 4.772
H -3.906 -3.353 -4.027
H -0.224 -4.224 -2.679
C 1.166 2.806 5.455
C -0.794 -0.512 -3.462
H 2.203 0.975 1.082
H 2.245 -0.653 -0.776
C 0.345 1.940 0.531
*
```

Mulliken atomic charge list, values in e, 6 entries:
1 H 0.273
2 H 0.329
3 C -0.037
4 C -0.954
5 H 0.364
6 O -0.515